Computed, not measured: a structure of composition C2AgFMgO2, with wB97M-V/def2-TZVPD.

Last column: Löwdin spin population.
Element x y z (Å)
Ag: -2.7136 0.8003 0.1274  -0.001
Mg: 2.2313 -1.1969 0.1697  0.034
O: 1.6804 0.7388 -0.0307  0.090
C: 0.4208 0.5067 0.1006  0.091
O: -0.4932 1.3087 -0.2197  0.077
C: 0.1069 -0.9366 -0.1428  0.584
F: -1.2326 -1.2210 -0.0043  0.125

## Properties
Total charge = +1
LUMO level (alpha / beta) = -5.869 / -5.915 eV
<S²> = 0.756
HOMO level (alpha / beta) = -12.230 / -13.235 eV
Spin multiplicity = 2


Computed, not measured: a structure of composition C2AlF6NO4S2, with wB97M-V/def2-TZVPD.

Last column: Mulliken charge in e.
Element x y z (Å)
O: -0.9987 2.2024 0.7426  -0.377
Al: -1.4992 0.9191 -0.0431  0.601
N: 0.5542 -0.1824 -0.6081  -0.734
S: 1.0522 1.7274 0.6659  0.733
O: 2.0486 2.8348 0.5881  -0.432
C: 1.1781 1.1148 2.4330  0.772
F: 2.1865 0.2610 2.5540  -0.208
F: 0.0483 0.5105 2.7793  -0.196
F: 1.3878 2.1414 3.2458  -0.211
S: -0.4716 -1.3082 -0.6942  1.046
O: -1.8061 -0.8276 -0.1408  -0.329
O: -0.0962 -2.6356 -0.1936  -0.635
C: -0.8365 -1.6308 -2.4966  0.648
F: -1.3151 -0.5403 -3.0845  -0.253
F: 0.2847 -1.9723 -3.1212  -0.209
F: -1.7170 -2.6143 -2.6265  -0.215

## Properties
LUMO level = -2.926 eV
HOMO level = -9.725 eV
Relative energy (zero: lowest compared OMol25 entry of this formula, charge and spin) = 82.7 kcal per mole


no.,strongest force on any atom (Eh/bohr),molar mass (g mol⁻¹)
1,0.0818,207.19
2,0.1178,307.13